Entry 1:
{"formula": "C5H5N", "method": "ωB97M-V/def2-TZVPD", "lumo_energy_ev": 1.2, "fmax_ev_per_a": 3.15, "e_tot_ev": -6749.88618, "homo_energy_ev": -7.69, "homo_lumo_gap_ev": 8.9, "relative_energy_kcal_mol": 138.9, "species": ["C", "C", "C", "N", "C", "C", "H", "H", "H", "H", "H"], "positions_angstrom": [[-0.12, 1.03, 0.30], [1.00, 0.04, 0.53], [0.25, 0.44, -0.97], [-0.74, -0.64, -1.01], [-1.13, -0.18, 0.34], [0.00, -1.09, 0.38], [-0.17, 2.06, 0.60], [2.07, 0.06, 0.39], [0.86, 0.73, -1.82], [-2.12, -0.29, 0.75], [0.10, -2.15, 0.52]]}


Entry 2:
{"formula": "C5H5N", "method": "ωB97M-V/def2-TZVPD", "lumo_energy_ev": 1.0, "fmax_ev_per_a": 0.45, "e_tot_ev": -6752.68550, "homo_energy_ev": -9.77, "homo_lumo_gap_ev": 10.8, "relative_energy_kcal_mol": 74.3, "species": ["C", "C", "C", "N", "C", "C", "H", "H", "H", "H", "H"], "positions_angstrom": [[1.23, -0.09, 0.48], [0.44, 0.80, 1.09], [-0.58, 0.77, -0.03], [-1.69, -0.22, 0.10], [-0.97, -1.08, -0.52], [0.32, -0.30, -0.72], [2.21, -0.49, 0.71], [0.45, 1.27, 2.06], [-0.86, 1.68, -0.57], [-1.31, -2.05, -0.88], [0.75, -0.29, -1.72]]}


Entry 3:
{"formula": "C5H5N", "method": "ωB97M-V/def2-TZVPD", "lumo_energy_ev": [-1.2, -1.2], "fmax_ev_per_a": 1.08, "e_tot_ev": -6750.80855, "homo_energy_ev": [-8.55, -8.56], "homo_lumo_gap_ev": [7.4, 7.4], "relative_energy_kcal_mol": 117.6, "species": ["C", "C", "C", "C", "C", "N", "H", "H", "H", "H", "H"], "positions_angstrom": [[-1.49, -1.00, 0.09], [-0.94, 0.36, -0.16], [0.41, 0.62, -0.32], [1.61, 0.37, -0.79], [2.84, 0.56, -0.15], [3.90, 0.68, 0.31], [-1.23, -1.36, 1.09], [-1.05, -1.70, -0.63], [-2.58, -1.00, 0.01], [0.15, 1.23, 0.67], [-1.61, 1.22, -0.14]]}


Entry 4:
{"formula": "C5H5N", "method": "ωB97M-V/def2-TZVPD", "lumo_energy_ev": 0.6, "fmax_ev_per_a": 6.40, "e_tot_ev": -6748.72901, "homo_energy_ev": -7.87, "homo_lumo_gap_ev": 8.5, "relative_energy_kcal_mol": 165.5, "species": ["C", "C", "C", "C", "C", "N", "H", "H", "H", "H", "H"], "positions_angstrom": [[0.04, -0.67, 0.00], [1.11, -0.30, 0.97], [-1.21, -0.36, -0.10], [1.43, -0.82, -0.42], [0.34, 0.86, 0.42], [-2.36, -0.30, 0.07], [1.85, -1.75, -0.52], [1.64, -0.17, -1.16], [-0.36, 1.49, 1.15], [0.53, 1.45, -0.38], [-3.01, 0.57, -0.03]]}


Entry 5:
{"formula": "C5H5N", "method": "ωB97M-V/def2-TZVPD", "lumo_energy_ev": 0.7, "fmax_ev_per_a": 1.61, "e_tot_ev": -6752.86518, "homo_energy_ev": -9.93, "homo_lumo_gap_ev": 10.6, "relative_energy_kcal_mol": 70.2, "species": ["C", "C", "C", "C", "C", "N", "H", "H", "H", "H", "H"], "positions_angstrom": [[-1.66, -0.40, -1.42], [-0.64, -0.15, -0.66], [-0.15, 0.16, 0.50], [1.33, 0.32, 0.82], [1.88, 0.03, -0.51], [1.79, -0.25, -1.63], [-2.17, 0.43, -1.89], [-1.05, 0.25, 1.10], [-2.05, -1.40, -1.45], [1.60, 1.33, 1.16], [1.70, -0.38, 1.57]]}


Entry 6:
{"formula": "C5H5N", "method": "ωB97M-V/def2-TZVPD", "lumo_energy_ev": [-0.6, -0.8], "fmax_ev_per_a": 3.14, "e_tot_ev": -6746.16080, "homo_energy_ev": [-8.62, -8.64], "homo_lumo_gap_ev": [8.0, 7.8], "relative_energy_kcal_mol": 224.8, "species": ["C", "C", "C", "C", "C", "N", "H", "H", "H", "H", "H"], "positions_angstrom": [[0.84, -0.63, -0.55], [-0.25, -1.35, 0.21], [-0.08, 0.52, -0.98], [-0.75, 0.11, 0.29], [0.60, 0.91, 0.26], [1.68, 0.01, 0.29], [-0.93, -1.98, -0.37], [0.07, -1.85, 1.13], [-0.40, 1.02, -1.87], [-1.72, 0.43, 0.65], [0.93, 2.82, 0.93]]}


Entry 7:
{"formula": "C5H5N2", "method": "ωB97M-V/def2-TZVPD", "lumo_energy_ev": -6.4, "fmax_ev_per_a": 3.15, "e_tot_ev": -8234.50391, "homo_energy_ev": -15.64, "homo_lumo_gap_ev": 9.2, "total_charge": 1, "relative_energy_kcal_mol": 44.8, "species": ["C", "C", "C", "C", "C", "N", "N", "H", "H", "H", "H", "H"], "positions_angstrom": [[-1.84, 2.25, -0.42], [-1.62, -1.63, 0.31], [0.90, -1.03, -0.81], [0.46, -0.48, 0.31], [-0.94, -0.44, 0.62], [-2.23, -2.59, 0.30], [-1.38, 1.22, -0.20], [-2.42, 3.10, -0.66], [1.91, -0.86, -1.06], [0.40, -1.55, -1.59], [1.09, 0.10, 0.93], [-1.19, -0.13, 1.67]]}


Entry 8:
{"formula": "C5H5N2O", "method": "ωB97M-V/def2-TZVPD", "lumo_energy_ev": [4.1, 4.1], "fmax_ev_per_a": 4.05, "e_tot_ev": -10290.15902, "homo_energy_ev": [-2.79, -2.79], "homo_lumo_gap_ev": [6.9, 6.9], "total_charge": -1, "relative_energy_kcal_mol": 47.8, "species": ["C", "C", "C", "C", "C", "N", "N", "O", "H", "H", "H", "H", "H"], "positions_angstrom": [[-0.92, -0.97, -0.09], [-1.18, 0.27, -0.88], [0.30, -1.36, 0.30], [1.60, -0.81, 0.25], [-1.57, 1.36, -0.24], [-1.99, 2.27, 0.43], [1.92, 0.27, -0.44], [3.10, 0.73, -0.32], [-1.79, -1.54, 0.19], [-1.05, 0.46, -1.93], [0.34, -2.34, 1.05], [2.38, -1.08, 0.94], [-1.12, 2.73, 0.75]]}


Entry 9:
{"formula": "C5H5N2O", "method": "ωB97M-V/def2-TZVPD", "lumo_energy_ev": -6.0, "fmax_ev_per_a": 4.25, "e_tot_ev": -10281.44861, "homo_energy_ev": -15.06, "homo_lumo_gap_ev": 9.0, "total_charge": 1, "relative_energy_kcal_mol": 85.1, "species": ["C", "C", "C", "C", "C", "N", "N", "O", "H", "H", "H", "H", "H"], "positions_angstrom": [[-0.03, 0.47, -1.90], [0.94, 1.40, -1.52], [0.13, 1.59, 0.86], [-0.04, 0.30, 1.13], [-0.61, -1.97, 0.83], [0.91, 1.95, -0.36], [-0.76, -0.41, -1.94], [0.30, -0.85, 1.28], [1.73, 1.71, -2.20], [-0.20, 2.30, 1.54], [-0.97, -1.69, -0.18], [-1.47, -1.97, 1.51], [0.06, -2.82, 0.95]]}


Entry 10:
{"formula": "C5H5N2O2S", "method": "ωB97M-V/def2-TZVPD", "lumo_energy_ev": 3.4, "fmax_ev_per_a": 5.17, "e_tot_ev": -23176.60300, "homo_energy_ev": -4.72, "homo_lumo_gap_ev": 8.1, "total_charge": -1, "relative_energy_kcal_mol": 40.7, "species": ["C", "C", "C", "C", "C", "N", "N", "O", "O", "S", "H", "H", "H", "H", "H"], "positions_angstrom": [[1.37, 1.43, 0.14], [2.44, -0.47, 0.26], [0.50, 0.41, -0.20], [-1.79, -0.99, 0.04], [-1.48, 0.27, -0.72], [2.61, 0.87, 0.34], [1.18, -0.76, -0.07], [-2.59, -0.98, 0.94], [-1.17, -2.02, -0.48], [-2.22, 1.68, -0.05], [1.24, 2.57, 0.12], [3.12, -1.24, 0.54], [-1.32, 0.07, -1.80], [0.69, -1.63, -0.03], [-2.57, 0.79, 0.95]]}


Entry 11:
{"formula": "C5H5N3", "method": "ωB97M-V/def2-TZVPD", "lumo_energy_ev": 0.7, "fmax_ev_per_a": 5.17, "e_tot_ev": -9735.13164, "homo_energy_ev": -9.00, "homo_lumo_gap_ev": 9.7, "relative_energy_kcal_mol": 8.2, "species": ["C", "C", "C", "C", "C", "N", "N", "N", "H", "H", "H", "H", "H"], "positions_angstrom": [[-1.80, 1.02, 0.34], [0.13, -1.96, 0.23], [-0.77, 0.09, 0.10], [0.65, 0.15, -0.20], [1.41, 1.33, -0.45], [-2.72, 1.54, 0.79], [1.13, -1.11, -0.12], [-1.06, -1.32, 0.26], [0.31, -3.00, 0.17], [2.06, 1.45, 0.44], [2.09, 1.48, -1.37], [0.64, 2.02, -0.51], [-2.07, -1.70, 0.31]]}


Entry 12:
{"formula": "C5H5N3O", "method": "ωB97M-V/def2-TZVPD", "lumo_energy_ev": 0.3, "fmax_ev_per_a": 4.62, "e_tot_ev": -11782.05338, "homo_energy_ev": -9.39, "homo_lumo_gap_ev": 9.7, "relative_energy_kcal_mol": 38.4, "species": ["C", "C", "C", "C", "C", "H", "H", "H", "H", "H", "N", "N", "N", "O"], "positions_angstrom": [[-1.38, 0.83, -0.73], [-1.38, 0.13, 1.36], [1.36, -1.18, 0.26], [1.12, -0.27, -0.95], [0.11, 0.70, -0.28], [-1.70, -0.37, 2.28], [2.10, -2.03, 0.31], [0.72, -0.80, -1.84], [1.99, 0.27, -1.25], [0.50, 1.77, -0.20], [-2.16, 0.54, 0.41], [-0.08, 0.21, 1.09], [0.68, -0.92, 1.39], [-1.85, 1.11, -1.84]]}


Q: Which formula does entry 3 have?
A: C5H5N